Record 1
{
  "formula": "C23H30F3O25S",
  "method": "ωB97M-V/def2-TZVPD",
  "symbols": ["S", "F", "F", "F", "O", "O", "O", "O", "O", "O", "O", "O", "O", "O", "O", "O", "O", "O", "O", "O", "O", "O", "O", "O", "O", "O", "O", "O", "O", "C", "C", "C", "C", "C", "C", "C", "C", "C", "C", "C", "C", "C", "C", "C", "C", "C", "C", "C", "C", "C", "C", "C", "H", "H", "H", "H", "H", "H", "H", "H", "H", "H", "H", "H", "H", "H", "H", "H", "H", "H", "H", "H", "H", "H", "H", "H", "H", "H", "H", "H", "H", "H"],
  "positions_angstrom": [[-2.197, -1.055, -3.408], [2.012, 1.369, -3.045], [0.785, 1.972, -4.829], [0.166, 2.654, -2.691], [0.273, 5.534, -5.738], [2.417, -4.042, 2.052], [-1.159, 3.870, -5.200], [2.783, 0.419, 1.431], [0.604, -5.341, 1.682], [-1.223, -2.190, -4.043], [-3.055, 4.806, 2.769], [-2.038, 2.034, -0.829], [-2.052, -1.183, -1.901], [-3.617, -1.121, -3.879], [-0.962, 5.682, -3.867], [-1.181, -4.753, 6.251], [3.136, -5.030, -5.082], [-0.021, 0.465, -3.281], [2.268, -4.653, -3.047], [-3.882, 5.143, 4.832], [-0.771, 3.297, 0.558], [-2.765, -3.668, 7.445], [-1.450, 1.257, 1.206], [-2.310, -3.051, 5.318], [3.724, 0.390, 3.467], [2.277, 2.042, 2.917], [2.502, -5.726, 0.545], [3.921, -6.176, -3.295], [-2.284, 3.576, 4.513], [0.697, 1.640, -3.479], [-1.474, 2.183, 0.211], [3.177, -5.362, -3.764], [3.793, -0.582, 1.397], [-0.846, -4.750, 4.868], [2.873, 1.044, 2.632], [-3.005, 4.427, 4.079], [-0.449, 3.175, 1.940], [-0.665, 4.926, -4.959], [-4.379, 6.195, 4.015], [-2.144, -3.810, 6.433], [0.287, -6.288, 0.668], [1.891, -4.951, 1.479], [4.042, -0.855, 2.850], [1.747, -3.644, -3.909], [-1.368, 0.573, -3.848], [1.985, -4.211, -5.274], [-4.179, 5.665, 2.626], [-1.246, -3.373, 4.427], [1.633, -6.819, 0.276], [0.438, 6.855, -5.242], [-0.500, 1.695, 2.170], [-0.014, 6.739, -3.816], [-3.973, 6.456, 1.903], [-0.191, 7.533, -5.827], [0.798, 6.454, -3.141], [1.680, -7.102, -0.776], [-0.475, 7.656, -3.448], [0.536, 3.594, 2.148], [3.380, -1.627, 3.251], [1.942, -7.673, 0.887], [2.176, -3.439, -6.019], [0.452, 1.206, 1.971], [-5.427, 6.397, 4.238], [-3.794, 7.099, 4.207], [1.477, 7.175, -5.327], [-1.584, -3.347, 3.392], [-0.824, 1.441, 3.180], [-1.321, 0.699, -4.976], [5.076, -1.135, 3.052], [-1.929, 1.448, -3.372], [1.158, -4.838, -5.617], [0.217, -4.941, 4.724], [-1.194, 3.712, 2.526], [-5.031, 5.077, 2.274], [-1.419, -5.533, 4.363], [2.299, -2.716, -3.738], [-0.215, -5.771, -0.155], [0.687, -3.468, -3.710], [3.448, -1.466, 0.860], [4.673, -0.179, 0.889], [-0.443, -2.642, 4.557], [-0.373, -7.066, 1.053]],
  "mulliken_charge": [1.01, -0.30, -0.23, -0.14, -0.32, -0.55, -0.49, -0.28, -0.25, -0.71, -0.33, -0.52, -0.62, -0.66, -0.28, -0.35, -0.36, -0.20, -0.20, -0.35, -0.34, -0.54, -0.34, -0.32, -0.36, -0.53, -0.31, -0.57, -0.50, 0.71, 0.50, 0.63, -0.26, -0.04, 0.60, 0.61, 0.76, 0.64, -0.34, 0.59, -0.33, 0.61, -0.17, -0.05, -0.52, -0.31, -0.37, -0.25, -0.32, -0.34, 0.39, -0.31, 0.31, 0.26, 0.26, 0.27, 0.29, 0.32, 0.15, 0.27, 0.30, -0.36, 0.31, 0.25, 0.28, 0.28, 0.38, 0.33, 0.31, 0.30, 0.26, 0.22, -0.61, 0.27, 0.22, 0.17, 0.30, 0.14, 0.24, 0.28, 0.19, 0.30],
  "molar_mass_da": 795.5,
  "energy_ha": -3473.3323,
  "spin_multiplicity": 1,
  "total_charge": -1,
  "homo_energy_ha": -0.1859,
  "homo_lumo_gap_ha": 0.2576
}

=====

Record 2
{
  "formula": "C23H30FN4O3",
  "method": "ωB97M-V/def2-TZVPD",
  "symbols": ["F", "O", "O", "O", "N", "N", "N", "N", "C", "C", "C", "C", "C", "C", "C", "C", "C", "C", "C", "C", "C", "C", "C", "C", "C", "C", "C", "C", "C", "C", "C", "H", "H", "H", "H", "H", "H", "H", "H", "H", "H", "H", "H", "H", "H", "H", "H", "H", "H", "H", "H", "H", "H", "H", "H", "H", "H", "H", "H", "H", "H"],
  "positions_angstrom": [[-4.345, -5.913, 3.679], [2.923, -0.876, 0.427], [-1.373, -2.696, 1.805], [2.922, 0.871, -0.814], [-2.631, -3.361, 0.011], [2.290, 3.556, -0.855], [1.099, 1.138, -2.611], [2.369, -0.162, -0.371], [3.664, 4.082, -0.641], [0.578, 2.209, -3.414], [1.049, -0.430, -0.771], [-5.128, -6.046, 0.170], [-1.638, -0.898, -1.254], [0.404, 0.292, -1.814], [1.462, 3.840, 0.342], [4.099, 2.953, 3.032], [-3.456, -4.357, 0.556], [4.307, 3.423, 0.571], [-5.173, -6.364, 1.521], [-3.479, -4.650, 1.914], [-6.068, -7.425, 2.072], [-0.970, 0.048, -1.993], [0.350, -1.387, -0.026], [-4.331, -5.640, 2.361], [-4.287, -5.061, -0.311], [3.486, 3.672, 1.836], [-1.678, -2.624, 0.635], [-0.981, -1.644, -0.267], [2.058, 3.187, 1.583], [1.712, 4.118, -2.103], [0.400, 3.498, -2.593], [3.464, 4.748, 2.043], [5.109, 3.309, 3.212], [1.557, 5.185, -1.923], [-0.383, 1.932, -3.849], [4.140, 1.881, 2.853], [3.509, 3.129, 3.927], [0.860, -1.907, 0.771], [2.462, 4.018, -2.891], [1.423, 3.422, 2.437], [-5.764, -6.583, -0.517], [1.415, 4.924, 0.471], [-2.725, -3.253, -0.990], [2.105, 1.114, -2.507], [2.063, 2.102, 1.470], [5.314, 3.821, 0.692], [2.402, 2.516, -0.918], [-2.695, -1.040, -1.426], [-1.510, 0.600, -2.743], [-5.477, -8.202, 2.555], [-6.668, -7.874, 1.285], [-6.729, -7.004, 2.829], [4.393, 2.349, 0.396], [-4.274, -4.838, -1.369], [-0.279, 3.302, -1.763], [1.274, 2.386, -4.237], [4.258, 3.876, -1.533], [0.451, 3.465, 0.177], [3.599, 5.164, -0.503], [-2.847, -4.128, 2.613], [-0.083, 4.234, -3.237]],
  "mulliken_charge": [-0.35, -0.61, -0.65, -0.81, -0.13, 0.92, -0.23, 1.04, -0.62, -1.12, -0.26, -0.75, -1.06, 1.82, -0.77, -1.63, 0.90, -0.64, 0.52, -0.73, -1.37, -0.85, -0.66, 0.33, -0.75, 0.42, 0.47, 0.08, -0.56, -0.78, -0.22, 0.22, 0.42, 0.42, 0.36, 0.35, 0.41, 0.57, 0.43, 0.46, 0.31, 0.40, 0.21, 0.34, 0.05, 0.46, -0.55, 0.52, 0.30, 0.31, 0.37, 0.31, 0.17, 0.33, 0.20, 0.44, 0.43, 0.41, 0.41, 0.58, 0.44],
  "molar_mass_da": 429.5,
  "energy_ha": -1438.7818,
  "relative_energy_kcal_mol": 0.00,
  "spin_multiplicity": 1,
  "total_charge": 1,
  "homo_energy_ha": -0.3759,
  "smiles": "Cc1ccc(NC(=O)c2ccc(NCCC[N@H+]3CC[C@H](C)CC3)c([N+](=O)[O-])c2)cc1F",
  "homo_lumo_gap_ha": 0.2319
}

=====

Record 3
{
  "formula": "C23H30GeHgN4",
  "method": "ωB97M-V/def2-TZVPD",
  "symbols": ["Hg", "Ge", "N", "N", "N", "N", "C", "C", "C", "C", "C", "C", "C", "C", "C", "C", "C", "C", "C", "C", "C", "C", "C", "C", "C", "C", "C", "C", "C", "H", "H", "H", "H", "H", "H", "H", "H", "H", "H", "H", "H", "H", "H", "H", "H", "H", "H", "H", "H", "H", "H", "H", "H", "H", "H", "H", "H", "H", "H"],
  "positions_angstrom": [[1.031, -0.435, 0.330], [-0.996, 1.038, 0.330], [2.293, -0.480, -0.954], [-0.290, -0.472, 1.677], [1.113, -2.369, 0.289], [1.066, 1.500, 0.250], [2.898, -1.584, -1.318], [-3.006, 0.782, 2.389], [-2.917, -1.076, 0.835], [-2.201, 0.726, -3.691], [4.381, -0.465, -2.795], [-1.554, 2.780, -1.906], [-2.248, 2.058, -4.112], [3.926, -1.656, -2.248], [2.812, 0.645, -1.391], [-4.053, 0.157, 3.075], [-1.925, 3.085, -3.219], [2.434, -2.666, -0.469], [3.833, 0.724, -2.332], [0.181, 0.732, 2.341], [-2.436, 0.168, 1.266], [2.287, 1.776, -0.635], [1.399, -2.166, 1.720], [-1.508, 1.445, -1.481], [-3.963, -1.699, 1.523], [-1.831, 0.418, -2.377], [0.113, -1.682, 2.364], [1.441, 1.232, 1.638], [-4.531, -1.083, 2.642], [2.230, -1.476, 1.878], [1.075, 2.501, 0.218], [1.983, 2.529, -1.381], [1.691, -3.116, 2.188], [-1.961, 4.116, -3.546], [-0.669, 2.367, 1.059], [-5.341, -1.566, 3.173], [-2.450, -0.069, -4.382], [-0.334, -1.427, 0.330], [0.230, -1.557, 3.447], [1.165, -3.370, 0.258], [3.087, 2.230, -0.034], [5.187, -0.459, -3.521], [-1.268, -0.463, 1.474], [4.216, 1.682, -2.664], [-2.483, -1.564, -0.026], [-0.601, 1.500, 2.271], [-1.794, -0.616, -2.065], [-2.642, 1.742, 2.731], [3.220, -2.967, 0.237], [2.256, -3.528, -1.135], [-1.306, 3.581, -1.222], [-2.535, 2.295, -5.128], [1.776, 2.156, 2.126], [2.268, 0.525, 1.709], [4.380, -2.603, -2.512], [-0.667, -2.443, 2.232], [-4.333, -2.660, 1.189], [0.366, 0.594, 3.413], [-4.492, 0.634, 3.941]],
  "mulliken_charge": [0.46, 1.59, 0.46, -1.22, -0.39, -0.24, 1.05, -0.29, -0.41, -0.72, -0.40, -0.49, -0.52, -1.06, 0.90, -0.77, -0.62, -1.35, -1.12, -0.27, 0.54, -1.22, -1.01, -0.35, -1.00, -0.25, -0.57, -1.02, -0.55, 0.37, 0.36, 0.49, 0.59, 0.42, -0.20, 0.42, 0.42, 0.47, 0.38, 0.34, 0.24, 0.44, 1.14, 0.52, 0.27, -0.07, 0.16, 0.42, 0.25, 0.51, 0.38, 0.40, 0.51, 0.28, 0.49, 0.34, 0.44, 0.64, 0.43],
  "molar_mass_da": 635.7,
  "energy_ha": -3342.5878,
  "spin_multiplicity": 2,
  "s2": 0.8355,
  "total_charge": 1,
  "homo_energy_ha": [-0.2732, -0.2793],
  "homo_lumo_gap_ha": [0.1661, 0.1647]
}

=====

Record 4
{
  "formula": "C23H30KN3O3S2Sb2",
  "method": "ωB97M-V/def2-TZVPD",
  "symbols": ["Sb", "Sb", "K", "S", "S", "O", "O", "O", "N", "N", "N", "C", "C", "C", "C", "C", "C", "C", "C", "C", "C", "C", "C", "C", "C", "C", "C", "C", "C", "C", "C", "C", "C", "C", "H", "H", "H", "H", "H", "H", "H", "H", "H", "H", "H", "H", "H", "H", "H", "H", "H", "H", "H", "H", "H", "H", "H", "H", "H", "H", "H", "H", "H", "H"],
  "positions_angstrom": [[-0.291, 2.817, 0.248], [0.105, 0.021, 3.154], [0.277, -0.626, -0.145], [3.565, -2.782, -0.437], [-2.897, -0.346, -0.066], [3.755, -3.685, 0.667], [3.331, -3.349, -1.738], [2.366, 0.625, 0.230], [-2.788, -0.169, -2.794], [-3.022, -2.184, -2.091], [2.454, -1.656, -0.085], [0.795, 3.796, 3.005], [7.146, -0.888, -0.755], [2.998, -0.414, -0.008], [5.362, 0.662, -0.235], [-1.329, 0.099, 4.710], [1.241, -1.649, 3.862], [-0.251, 5.471, 4.417], [4.487, -0.408, -0.251], [-2.911, -0.905, -1.662], [-0.600, 4.789, -0.526], [1.277, 3.395, 1.650], [1.402, 1.520, 3.991], [0.279, 5.077, 3.200], [-1.980, 2.906, 1.563], [-2.966, -2.236, -3.476], [6.703, 0.408, -0.491], [-2.832, -0.971, -3.919], [4.935, -1.681, -0.512], [0.268, 3.310, 5.306], [6.264, -1.962, -0.770], [-3.192, -3.324, -1.205], [-0.267, 4.576, 5.478], [0.810, 2.899, 4.087], [1.637, 1.157, 4.994], [-2.294, -3.471, -0.607], [1.765, 4.238, 1.154], [-2.864, 3.018, 0.933], [2.128, -1.800, 3.249], [6.612, -2.964, -0.975], [0.640, -2.556, 3.816], [-3.368, -4.207, -1.814], [-0.677, 4.864, 6.437], [-0.646, 6.471, 4.539], [-2.747, -0.580, -4.916], [8.198, -1.054, -0.951], [1.985, 2.572, 1.662], [-0.821, -0.033, 5.666], [-1.009, 5.437, 0.250], [7.414, 1.224, -0.484], [5.001, 1.661, -0.028], [-1.822, 1.070, 4.696], [0.291, 5.776, 2.371], [1.531, -1.463, 4.898], [-4.035, -3.149, -0.542], [0.283, 2.618, 6.141], [-3.028, -3.168, -4.005], [-2.697, 0.832, -2.749], [-2.076, -0.682, 4.583], [-1.293, 4.763, -1.366], [2.327, 1.509, 3.415], [-2.102, 1.988, 2.134], [-1.888, 3.756, 2.237], [0.347, 5.202, -0.874]],
  "mulliken_charge": [0.54, 0.45, 0.84, 1.11, -0.21, -0.68, -0.71, -0.62, 0.00, 0.24, -0.80, 0.84, -0.45, 1.03, -0.49, -1.40, -1.32, -0.66, 0.28, -0.39, -1.35, -1.57, -1.77, -0.41, -1.15, -0.12, -0.60, -0.58, 0.12, -0.69, -0.63, -0.78, -0.67, 0.92, 0.68, 0.27, 0.62, 0.44, 0.36, 0.43, 0.38, 0.30, 0.40, 0.40, 0.41, 0.38, 0.22, 0.36, 0.36, 0.39, 0.49, 0.39, 0.35, 0.40, 0.33, 0.34, 0.41, 0.21, 0.43, 0.36, 0.66, 0.13, 0.41, 0.40],
  "molar_mass_da": 743.3,
  "energy_ha": -3161.2450,
  "relative_energy_kcal_mol": 21.03,
  "spin_multiplicity": 1,
  "homo_energy_ha": -0.2890,
  "homo_lumo_gap_ha": 0.2876
}